Record 1
{"formula": "C56H41F5O2P2STeZn", "method": "ωB97M-V with the def2-TZVPD basis set", "homo_energy_ev": -7.12, "species": ["Zn", "O", "S", "C", "C", "C", "C", "C", "C", "C", "C", "C", "C", "P", "C", "C", "C", "C", "C", "C", "C", "C", "C", "C", "C", "C", "C", "C", "C", "C", "C", "C", "C", "C", "C", "C", "C", "C", "P", "C", "C", "C", "C", "C", "C", "C", "C", "C", "C", "C", "C", "C", "C", "H", "H", "H", "H", "H", "H", "H", "H", "H", "H", "H", "H", "H", "H", "H", "H", "H", "H", "H", "H", "H", "H", "H", "H", "H", "H", "H", "H", "H", "H", "H", "H", "H", "H", "H", "H", "F", "Te", "F", "F", "F", "F", "O", "C", "C", "C", "C", "C", "C", "C", "C", "H", "H", "H", "H", "H"], "xyz": [[-0.208333, -0.649603, -0.907657], [-3.549687, -0.065568, 1.404823], [-2.159529, -0.561518, 1.279113], [-1.210518, 0.300131, 2.547227], [-1.268244, -0.173790, 3.837290], [-0.734686, 0.517667, 4.939664], [-0.160042, 1.732048, 4.710359], [0.465618, 2.717175, 5.665117], [0.901370, 3.908851, 4.775639], [0.457590, 3.531837, 3.385120], [0.516245, 4.218555, 2.212122], [0.040407, 3.580352, 1.049309], [-0.484865, 2.303594, 1.020251], [-0.883686, 1.629529, -0.632333], [-2.662789, 1.839484, -0.862538], [-3.307735, 0.973018, -1.741213], [-4.660997, 1.126226, -1.997883], [-5.372204, 2.134161, -1.362796], [-4.733462, 2.992197, -0.477307], [-3.378135, 2.849918, -0.228633], [-0.116667, 2.744045, -1.847039], [-0.886409, 3.382982, -2.812881], [-0.272485, 4.116322, -3.820557], [1.106941, 4.217902, -3.866434], [1.880683, 3.586241, -2.899906], [1.273895, 2.847919, -1.900686], [-0.617128, 1.578458, 2.260593], [-0.120675, 2.245507, 3.398046], [-2.171234, -2.235818, 1.968962], [-3.446649, -2.665679, 2.233774], [-3.733415, -3.916228, 2.823226], [-2.687015, -4.708595, 3.177726], [-2.646769, -6.064204, 3.838775], [-1.138598, -6.362024, 4.038220], [-0.427476, -5.207513, 3.377443], [0.903043, -4.964027, 3.198048], [1.264111, -3.808311, 2.484100], [0.357774, -2.881153, 2.004770], [1.057124, -1.632222, 0.885051], [1.996678, -0.451957, 1.888002], [2.142934, -0.552736, 3.264249], [2.886222, 0.399250, 3.952147], [3.470099, 1.454804, 3.270269], [3.325781, 1.556694, 1.890508], [2.598081, 0.603629, 1.199650], [2.314141, -2.533405, -0.063004], [3.670444, -2.505694, 0.248535], [4.572125, -3.198374, -0.545587], [4.122666, -3.911520, -1.649138], [2.771184, -3.936829, -1.963334], [1.867042, -3.248856, -1.171234], [-1.040146, -3.070580, 2.252276], [-1.370089, -4.273783, 2.905640], [-1.768068, -1.116904, 4.019794], [-0.806621, 0.090360, 5.931873], [1.313122, 2.268729, 6.185929], [-0.249504, 3.021557, 6.430745], [1.982434, 4.056301, 4.803305], [0.445345, 4.846441, 5.095450], [0.921024, 5.220568, 2.147054], [0.111054, 4.127211, 0.119195], [-2.760172, 0.164801, -2.212238], [-5.152971, 0.452036, -2.686132], [-6.431528, 2.249095, -1.553499], [-5.293737, 3.770856, 0.023711], [-2.880666, 3.515841, 0.466039], [-1.965118, 3.298542, -2.794970], [-0.877171, 4.590337, -4.582293], [1.582026, 4.768089, -4.667849], [2.960510, 3.650445, -2.942047], [1.879622, 2.341557, -1.160070], [-4.255680, -1.986481, 1.997210], [-4.762085, -4.204412, 2.996661], [-3.115432, -6.810991, 3.195957], [-3.196043, -6.066555, 4.780497], [-0.845875, -7.312223, 3.590612], [-0.875961, -6.416098, 5.096094], [1.667747, -5.646528, 3.545754], [2.314647, -3.661144, 2.263428], [1.677618, -1.370105, 3.801248], [3.005954, 0.310568, 5.024814], [4.047605, 2.196143, 3.808418], [3.789182, 2.375407, 1.354437], [2.511491, 0.650317, 0.118215], [4.026668, -1.930973, 1.095800], [5.628082, -3.171563, -0.308943], [4.832049, -4.436328, -2.276091], [2.412174, -4.457537, -2.840498], [0.818883, -3.254739, -1.449978], [-2.521009, -0.798167, -5.269529], [-1.089726, -1.778318, -4.337077], [0.259639, -3.099971, -3.862148], [-2.237272, -3.245946, -4.499023], [-0.401064, -2.002727, -6.055697], [-1.461510, -1.771916, -1.740257], [1.379484, -0.389976, -2.113721], [1.214404, 0.060108, -3.271188], [0.919641, 0.444624, -4.396672], [0.942877, 1.270519, -5.575496], [2.145689, 1.834899, -6.014646], [2.170073, 2.692871, -7.101302], [0.996468, 3.001421, -7.778362], [-0.197441, 2.427923, -7.364231], [-0.227761, 1.567205, -6.277184], [3.058272, 1.595823, -5.483403], [3.111182, 3.121310, -7.424440], [1.015944, 3.670957, -8.628800], [-1.116307, 2.646465, -7.894192], [-1.164726, 1.121768, -5.966155]], "forces_ev_per_angstrom": [[0.029, 0.147, -0.014], [-0.018, 0.006, 0.022], [0.055, -0.050, 0.015], [-0.026, 0.083, -0.014], [-0.006, -0.031, 0.026], [0.011, -0.002, -0.007], [0.001, -0.015, 0.008], [0.018, -0.006, 0.002], [-0.001, 0.004, -0.001], [0.009, 0.013, -0.002], [0.005, -0.016, 0.011], [-0.006, -0.025, 0.001], [0.028, 0.007, 0.043], [-0.053, 0.035, -0.047], [-0.019, -0.006, -0.057], [0.017, -0.011, -0.010], [0.003, 0.021, 0.021], [-0.008, -0.020, -0.017], [0.020, 0.010, 0.013], [-0.006, -0.001, 0.007], [-0.032, 0.003, 0.029], [-0.023, -0.001, -0.004], [0.019, 0.012, -0.002], [-0.013, 0.025, 0.016], [0.003, 0.014, 0.025], [-0.028, 0.046, 0.026], [-0.057, -0.019, -0.031], [0.004, -0.021, -0.016], [0.014, -0.008, -0.022], [-0.002, -0.003, 0.020], [0.001, 0.007, -0.013], [0.011, 0.005, 0.012], [-0.001, -0.004, -0.013], [-0.002, -0.001, -0.011], [0.011, 0.002, 0.020], [-0.012, -0.001, -0.007], [0.006, -0.019, 0.010], [-0.032, -0.001, -0.021], [-0.009, -0.056, -0.038], [0.030, 0.011, -0.016], [0.002, -0.014, -0.001], [-0.019, 0.007, 0.026], [-0.013, 0.004, -0.013], [0.021, 0.019, -0.025], [0.006, 0.002, 0.030], [0.022, -0.038, 0.035], [-0.013, 0.036, -0.009], [0.007, -0.009, -0.013], [0.013, -0.010, 0.005], [-0.009, 0.020, 0.014], [0.010, -0.031, -0.013], [-0.028, 0.017, -0.022], [-0.014, -0.027, 0.038], [0.013, 0.021, -0.006], [0.003, 0.001, 0.002], [0.005, -0.006, -0.002], [-0.004, 0.004, -0.004], [0.001, 0.001, 0.002], [-0.003, 0.000, -0.001], [0.005, -0.001, 0.001], [0.010, -0.004, -0.022], [-0.001, 0.000, 0.015], [-0.008, 0.004, 0.002], [-0.001, -0.001, 0.002], [-0.001, 0.003, -0.003], [0.002, 0.004, 0.007], [0.005, -0.004, -0.001], [0.000, 0.000, 0.001], [0.002, -0.006, 0.001], [-0.001, -0.004, 0.003], [0.038, -0.027, -0.001], [-0.002, -0.010, 0.002], [0.000, 0.001, 0.002], [-0.005, 0.001, 0.004], [0.003, 0.002, 0.003], [0.003, 0.000, 0.004], [-0.001, 0.002, 0.002], [0.001, 0.000, -0.001], [-0.003, -0.005, 0.003], [0.004, 0.014, -0.007], [-0.004, 0.008, 0.004], [0.001, -0.001, 0.004], [-0.004, -0.002, 0.000], [-0.026, 0.026, -0.001], [-0.003, -0.014, -0.006], [-0.002, 0.001, 0.002], [0.001, -0.001, 0.001], [-0.001, -0.001, 0.000], [-0.015, 0.019, -0.007], [0.010, 0.000, 0.056], [0.103, 0.025, -0.111], [-0.016, -0.036, 0.020], [0.011, -0.008, 0.041], [-0.036, 0.011, -0.013], [-0.005, -0.059, 0.054], [0.046, -0.016, -0.066], [-0.194, 0.016, -0.039], [0.181, 0.008, 0.063], [-0.028, -0.035, -0.002], [-0.007, -0.022, -0.017], [-0.004, 0.001, -0.010], [0.017, 0.005, 0.002], [-0.017, -0.013, 0.016], [-0.004, 0.004, -0.015], [0.001, -0.003, -0.001], [0.001, -0.001, -0.001], [0.001, -0.001, -0.001], [0.000, -0.001, 0.000], [0.002, -0.003, 0.002]]}

=====

Record 2
{"formula": "C56H41N2O5P2RuS2", "method": "ωB97M-V with the def2-TZVPD basis set", "homo_energy_ev": [-12.58, -12.60], "total_charge": 2, "multiplicity": 2, "species": ["Ru", "O", "S", "C", "C", "C", "C", "C", "C", "C", "C", "C", "C", "P", "C", "C", "C", "C", "C", "C", "C", "C", "C", "C", "C", "C", "C", "C", "C", "C", "C", "C", "C", "C", "C", "C", "C", "C", "P", "C", "C", "C", "C", "C", "C", "C", "C", "C", "C", "C", "C", "C", "C", "H", "H", "H", "H", "H", "H", "H", "H", "H", "H", "H", "H", "H", "H", "H", "H", "H", "H", "H", "H", "H", "H", "H", "H", "H", "H", "H", "H", "H", "H", "H", "H", "H", "H", "H", "H", "O", "C", "O", "C", "C", "C", "C", "C", "N", "C", "O", "O", "H", "H", "H", "H", "H", "S", "C", "N"], "xyz": [[0.029144, -0.226873, 1.299515], [-2.532548, -0.431254, 0.170170], [-1.558073, 0.431568, -0.494313], [-1.672578, -0.097827, -2.226113], [-2.013017, 0.769520, -3.240091], [-2.267476, 0.331058, -4.546966], [-2.179295, -1.011761, -4.818594], [-2.437324, -1.801191, -6.061083], [-2.065621, -3.257308, -5.698106], [-1.714845, -3.215425, -4.248006], [-1.336598, -4.200407, -3.367444], [-0.992437, -3.821208, -2.069061], [-1.047600, -2.510662, -1.599920], [-0.438888, -2.340458, 0.121047], [1.140616, -3.234454, -0.095003], [1.974765, -2.667718, -1.062063], [3.223768, -3.200470, -1.310320], [3.661689, -4.297503, -0.583378], [2.840656, -4.863718, 0.376666], [1.579336, -4.341968, 0.618190], [-1.599563, -3.402042, 1.022872], [-2.877831, -3.636890, 0.518965], [-3.765070, -4.432074, 1.221716], [-3.399043, -4.979115, 2.440861], [-2.133640, -4.737440, 2.951941], [-1.237933, -3.951399, 2.251849], [-1.484152, -1.482075, -2.473273], [-1.779264, -1.886916, -3.791960], [-2.263393, 2.086326, -0.562363], [-3.632071, 2.134870, -0.737967], [-4.322126, 3.338600, -0.904530], [-3.595445, 4.505011, -0.898647], [-4.006637, 5.926987, -1.092272], [-2.700763, 6.743839, -0.973034], [-1.633484, 5.733849, -0.712762], [-0.276963, 5.860297, -0.530904], [0.463686, 4.704622, -0.270347], [-0.089338, 3.429658, -0.203489], [1.060388, 2.097851, 0.310693], [2.137525, 2.023327, -1.155126], [1.706095, 1.187415, -2.181173], [2.399568, 1.133401, -3.374270], [3.540085, 1.905199, -3.540111], [3.981715, 2.725021, -2.513671], [3.283975, 2.794349, -1.319416], [2.048290, 2.835591, 1.642394], [1.567118, 3.844238, 2.477166], [2.321772, 4.262503, 3.558437], [3.543728, 3.666629, 3.831508], [4.016766, 2.648577, 3.016760], [3.270969, 2.229487, 1.931135], [-1.475047, 3.258896, -0.471159], [-2.204942, 4.449435, -0.683753], [-2.114621, 1.822038, -3.026358], [-2.554959, 1.041594, -5.303747], [-1.850286, -1.424192, -6.899612], [-3.487261, -1.723999, -6.351357], [-1.206253, -3.604618, -6.277152], [-2.881569, -3.956242, -5.891487], [-1.286805, -5.238441, -3.658710], [-0.662563, -4.592401, -1.385416], [1.627530, -1.805586, -1.618663], [3.852210, -2.765400, -2.073648], [4.639110, -4.713177, -0.770478], [3.173830, -5.727964, 0.930489], [0.940403, -4.825801, 1.338779], [-3.173535, -3.204183, -0.424930], [-4.744889, -4.627821, 0.811967], [-4.093113, -5.588247, 2.999155], [-1.846891, -5.171278, 3.897913], [-0.258749, -3.751205, 2.662125], [-4.170672, 1.198777, -0.761675], [-5.389550, 3.337864, -1.049972], [-4.741981, 6.225474, -0.343242], [-4.478415, 6.057036, -2.068317], [-2.747684, 7.478618, -0.166860], [-2.487050, 7.297294, -1.888884], [0.213847, 6.820807, -0.568784], [1.525353, 4.812092, -0.097145], [0.822301, 0.578244, -2.022479], [2.051731, 0.492951, -4.170850], [4.085048, 1.867482, -4.470330], [4.873410, 3.319519, -2.645827], [3.635192, 3.439648, -0.527312], [0.609175, 4.304298, 2.281326], [1.950123, 5.052253, 4.194444], [4.124611, 3.997746, 4.678313], [4.964604, 2.181188, 3.232914], [3.622863, 1.433883, 1.290077], [4.273764, -1.511324, 1.752334], [2.970875, -1.236178, 1.784255], [2.404358, -0.711957, 0.803893], [2.271933, -1.532118, 3.012183], [2.938135, -1.806320, 4.213194], [2.216228, -1.992587, 5.368814], [0.819839, -1.859630, 5.311217], [0.203025, -1.621561, 4.097136], [0.904689, -1.495583, 2.946664], [-1.278524, -1.462341, 3.929754], [-2.071383, -1.793849, 4.932235], [-1.750317, -1.018465, 2.902927], [4.644556, -1.313299, 0.876972], [4.013825, -1.857552, 4.199867], [2.702147, -2.219913, 6.303302], [0.246054, -1.931024, 6.220449], [-1.622820, -2.163086, 5.708670], [0.529801, 1.771555, 5.318026], [0.128512, 1.453213, 3.821241], [-0.137838, 1.233800, 2.691405]], "forces_ev_per_angstrom": [[-0.814, 1.320, -2.248], [-1.180, -0.647, 0.375], [-0.660, 0.331, 0.322], [0.766, 0.430, 0.497], [0.089, 0.143, 0.313], [-0.075, -0.363, -0.235], [0.073, 0.345, 0.344], [-0.111, -0.019, -0.363], [-0.026, -0.218, -0.324], [0.177, -0.028, 0.488], [-0.149, 0.181, -0.353], [-0.005, 0.408, 0.234], [0.080, -0.056, 0.101], [0.301, -0.342, -0.431], [0.011, 0.150, 0.036], [-0.118, -0.160, 0.059], [-0.027, 0.096, -0.091], [0.048, -0.076, 0.105], [0.176, -0.083, -0.054], [-0.164, 0.135, -0.001], [0.072, 0.118, 0.153], [0.223, 0.061, -0.026], [-0.083, -0.049, 0.069], [0.025, 0.035, -0.027], [0.029, -0.060, 0.090], [-0.051, 0.022, -0.136], [0.074, -0.406, -0.058], [0.024, 0.015, 0.248], [0.568, -0.415, 0.193], [0.279, -0.382, -0.005], [0.119, 0.403, 0.014], [0.079, -0.495, 0.036], [-0.282, 0.258, -0.063], [-0.093, 0.400, -0.059], [0.480, -0.282, 0.074], [-0.461, 0.140, -0.146], [0.018, -0.532, 0.035], [-0.033, -0.320, 0.298], [0.248, -0.197, 0.298], [-0.142, -0.569, 0.263], [-0.023, -0.015, 0.199], [-0.018, -0.030, -0.089], [-0.020, -0.020, -0.008], [0.040, 0.050, -0.062], [-0.089, -0.044, 0.126], [-0.070, -0.301, 0.026], [0.018, -0.036, -0.233], [0.064, 0.042, -0.003], [-0.022, 0.032, -0.097], [0.028, 0.035, 0.123], [-0.147, 0.006, -0.125], [-0.021, 0.354, 0.016], [0.104, -0.172, 0.019], [0.011, 0.113, 0.041], [-0.037, 0.143, -0.087], [-0.035, 0.003, -0.005], [0.031, 0.049, -0.004], [-0.070, -0.016, -0.007], [0.042, 0.037, -0.022], [0.028, -0.091, -0.024], [0.023, -0.066, -0.009], [0.081, 0.042, -0.068], [0.059, 0.033, -0.068], [0.107, -0.075, -0.032], [0.034, -0.091, 0.041], [-0.058, -0.049, 0.071], [-0.051, 0.027, -0.009], [-0.075, 0.029, 0.003], [-0.073, -0.073, 0.000], [0.044, -0.044, 0.105], [0.028, -0.112, 0.038], [-0.090, -0.097, 0.002], [-0.153, -0.050, -0.002], [-0.008, -0.012, -0.033], [-0.020, 0.026, 0.048], [-0.010, -0.015, -0.037], [-0.008, 0.030, 0.024], [0.069, 0.068, 0.002], [0.056, 0.045, 0.038], [0.078, -0.036, -0.165], [-0.010, -0.062, -0.089], [0.067, -0.010, -0.087], [0.056, 0.052, -0.006], [0.019, 0.037, 0.063], [-0.054, -0.020, 0.048], [-0.032, 0.022, 0.044], [0.059, 0.010, 0.080], [0.133, -0.038, 0.004], [0.153, -0.025, -0.035], [-0.631, -0.139, 0.627], [0.366, 1.325, -3.543], [0.768, -0.811, 1.987], [-1.858, -0.698, 1.954], [0.032, 0.018, -0.864], [-1.054, 0.116, -0.058], [0.751, -0.235, -0.050], [0.780, -0.160, -0.734], [1.224, 1.408, 0.732], [-0.523, 0.443, -0.392], [-0.060, -0.069, 0.108], [0.596, -0.346, 0.220], [-0.223, 0.062, -0.032], [0.148, -0.022, 0.056], [0.079, 0.063, 0.105], [-0.028, -0.004, 0.139], [-0.035, 0.119, -0.273], [0.005, 0.024, 0.637], [0.070, -0.034, -0.457], [-0.129, -0.037, 0.055]]}